# C16H54N10O12

A 10-piece molecular cluster, C16H54N10O12 overall (ωB97M-V with the def2-TZVPD basis set, the Open Molecules 2025 dataset).

Summary:
HOMO energy ... -9.1 eV
2S+1 ... 1
LUMO ... 0.19 eV
F_max ... 2.27 eV/A
Charge ... 0
SMILES ... COCCNCCOC.COCCNCCOC.NC(N)=O.NC(N)=O.NC(N)=O.NC(N)=O.O.O.O.O
Orbital gap ... 0.340 hartree

Last column: Löwdin charge in e.
CARTESIAN COORDINATES (ANGSTROEM)
1 C -1.9390 0.9317 -0.6570  -0.643
2 O -2.7630 0.8021 -1.5758  -0.013
3 N -2.1367 0.4194 0.5995  0.172
4 N -0.8112 1.6733 -0.7883  0.189
5 H -2.7601 -0.3569 0.7374  0.057
6 H -1.3705 0.6417 1.2324  0.057
7 H -0.6023 2.0527 -1.6959  0.075
8 H -0.1218 1.5600 -0.0682  0.068
9 C -5.7626 -1.4305 -1.9432  -0.665
10 O -6.0986 -0.6758 -1.0175  -0.006
11 N -4.4798 -1.4790 -2.3288  0.172
12 N -6.6156 -2.3444 -2.5241  0.150
13 H -3.9071 -0.7674 -1.8711  0.069
14 H -4.2653 -2.0521 -3.1219  0.099
15 H -7.4627 -2.4922 -2.0066  0.101
16 H -6.3249 -2.9373 -3.2732  0.086
17 C -2.7274 -1.7891 4.7841  -0.684
18 O -2.7672 -1.2074 5.8586  0.044
19 N -3.0585 -1.1882 3.5989  0.157
20 N -2.0647 -2.9913 4.5842  0.139
21 H -3.3876 -1.7557 2.8370  0.065
22 H -3.3159 -0.2206 3.6817  0.116
23 H -1.5971 -3.4892 5.3179  0.119
24 H -2.2234 -3.4633 3.7145  0.105
25 C 1.5531 1.1277 -3.9275  -0.642
26 O 0.3938 1.1160 -3.5037  0.001
27 N 2.1343 0.1050 -4.5862  0.165
28 N 2.3414 2.2354 -3.8005  0.164
29 H 3.0280 0.1514 -5.0453  0.103
30 H 1.5967 -0.6394 -4.9967  0.104
31 H 1.9765 3.0692 -3.3715  0.103
32 H 3.3450 2.2085 -3.8305  0.099
33 C -2.0326 3.2372 5.9252  -0.066
34 O -1.7306 3.9764 4.7349  -0.231
35 C -0.7492 4.9974 4.7617  -0.247
36 C -0.4062 5.4173 3.3525  -0.200
37 N 0.3360 4.4305 2.5932  -0.042
38 C 1.4563 3.8046 3.2789  -0.205
39 C 2.2899 3.0442 2.2668  -0.182
40 O 1.4760 1.9906 1.6710  -0.253
41 C 2.3063 0.8697 1.3650  -0.078
42 H -2.9613 2.7368 5.6717  0.089
43 H -2.0726 3.9498 6.7492  0.088
44 H -1.2871 2.4417 6.0212  0.090
45 H 0.0955 4.5553 5.3131  0.111
46 H -1.0749 5.8186 5.4104  0.124
47 H 0.1219 6.3676 3.5291  0.117
48 H -1.3782 5.7285 2.9626  0.126
49 H 0.5701 4.8051 1.6857  0.119
50 H 1.0419 3.0857 3.9877  0.116
51 H 2.1140 4.4744 3.8472  0.127
52 H 3.2289 2.6619 2.6802  0.119
53 H 2.6521 3.5505 1.3617  0.129
54 H 3.2839 1.2089 1.0136  0.085
55 H 1.7570 0.1440 0.7705  0.082
56 H 2.5367 0.3510 2.3056  0.099
57 C -0.1409 -2.1299 -0.8051  -0.103
58 O 0.5691 -3.3446 -0.7155  -0.166
59 C 0.8586 -3.9482 -1.9387  -0.244
60 C 2.0306 -3.3358 -2.7142  -0.232
61 N 2.3239 -4.1127 -3.8976  -0.060
62 C 3.4276 -3.5604 -4.6557  -0.209
63 C 4.7610 -3.4635 -3.9118  -0.225
64 O 5.7065 -3.2012 -4.9421  -0.200
65 C 7.0211 -3.2349 -4.3997  -0.110
66 H 0.4671 -1.2939 -1.1558  0.078
67 H -0.7781 -1.9325 0.0548  0.079
68 H -0.9382 -2.2651 -1.5567  0.088
69 H 0.0174 -3.8776 -2.6486  0.116
70 H 1.0334 -5.0108 -1.7719  0.127
71 H 2.8720 -3.3560 -2.0128  0.121
72 H 1.8095 -2.2667 -2.8494  0.105
73 H 1.4599 -4.2409 -4.4068  0.111
74 H 3.1519 -2.5362 -4.9574  0.092
75 H 3.5729 -4.0416 -5.6228  0.123
76 H 4.9920 -4.4010 -3.3988  0.128
77 H 4.7590 -2.6272 -3.2098  0.117
78 H 7.1039 -2.5247 -3.5683  0.084
79 H 7.8661 -2.9984 -5.0423  0.085
80 H 7.1444 -4.2478 -4.0040  0.086
81 O -0.3100 -1.0593 3.8955  -0.102
82 H -0.6647 -0.2085 3.5741  -0.015
83 H -1.0906 -1.5706 4.1381  -0.059
84 O -4.4385 -1.6159 1.0476  -0.075
85 H -4.8666 -1.1194 0.3183  0.013
86 H -4.6991 -2.5304 0.8978  0.052
87 O -0.5372 3.6294 -4.0453  -0.081
88 H -1.2598 3.6308 -4.6798  0.036
89 H -0.1598 2.7254 -4.0922  -0.019
90 O -0.8656 1.4806 2.8868  -0.071
91 H -0.0322 1.9773 2.8600  0.017
92 H -1.5464 2.1501 3.0586  0.070